(1)
{
  "formula": "C5H14N2O",
  "method": "wB97M-V/def2-TZVPD",
  "total_energy_ev": -10439.5231,
  "e_homo_ev": -8.861,
  "de_lowest_kcal_mol": 34.70,
  "smiles": "C[C@@H](N)[C@H](N)CCO",
  "lumo_ev": 0.9814,
  "elements": ["C", "C", "N", "C", "N", "C", "C", "O", "H", "H", "H", "H", "H", "H", "H", "H", "H", "H", "H", "H", "H", "H"],
  "positions_angstrom": [[0.36887, 2.54571, 0.63585], [0.55820, 1.31490, -0.25019], [1.92394, 0.80601, -0.24240], [-0.42956, 0.13294, 0.25943], [0.00276, -0.28047, 1.57075], [-0.38748, -0.94121, -0.81171], [-1.30036, -2.17645, -0.41601], [-1.60905, -2.99026, -1.52342], [0.49337, 2.26340, 1.67976], [1.09770, 3.31924, 0.38884], [-0.62800, 2.95974, 0.50566], [0.30496, 1.56828, -1.28611], [2.28486, 0.77659, 0.70707], [2.53375, 1.41419, -0.77814], [-1.44207, 0.54002, 0.34375], [0.90229, -0.74967, 1.50358], [-0.70891, -0.81942, 2.04702], [-0.76863, -0.54460, -1.75261], [0.63994, -1.28046, -0.95744], [-0.78484, -2.76973, 0.35520], [-2.26573, -1.85798, -0.01419], [-0.78598, -3.23078, -1.96470]],
  "forces_ev_per_a": [[0.1, -0.1, -0.2], [-1.1, -0.5, 1.0], [0.2, -0.1, 0.0], [1.3, 1.4, -1.4], [0.2, 0.2, 0.2], [-1.4, -1.4, 0.7], [1.1, 0.8, -0.2], [0.0, -0.3, -0.4], [0.0, 0.0, 0.1], [0.0, 0.0, 0.0], [-0.1, 0.1, 0.0], [-0.1, -0.2, 0.1], [0.0, 0.1, -0.1], [0.0, -0.1, 0.1], [0.1, 0.0, 0.0], [-0.4, -0.3, 0.3], [0.4, -0.2, 0.0], [0.0, 0.0, -0.1], [0.0, 0.0, 0.0], [-0.1, 0.1, 0.0], [0.1, 0.2, 0.0], [-0.1, 0.0, 0.1]]
}

***

(2)
{
  "formula": "C5H14N2O",
  "method": "wB97M-V/def2-TZVPD",
  "total_energy_ev": -10439.0235,
  "e_homo_ev": -9.093,
  "de_lowest_kcal_mol": 46.22,
  "smiles": "CCCC/N=C\\N.O",
  "lumo_ev": 0.9523,
  "elements": ["C", "C", "C", "C", "N", "C", "N", "H", "H", "H", "H", "H", "H", "H", "H", "H", "H", "H", "H", "O", "H", "H"],
  "positions_angstrom": [[1.57780, -0.85200, -1.74389], [0.65800, -1.65337, -0.76677], [-0.28156, -0.82311, 0.07225], [0.36290, -0.19786, 1.33919], [-0.30916, 1.04853, 1.70662], [0.21633, 2.17101, 1.43446], [1.25066, 2.40612, 0.55696], [1.35910, 0.20087, -1.64006], [2.61266, -1.12378, -1.56782], [1.28387, -1.08722, -2.76315], [0.08196, -2.32416, -1.40823], [1.18804, -2.37673, -0.15948], [-1.02158, -1.51758, 0.48297], [-0.83376, -0.03931, -0.43858], [1.43784, -0.05194, 1.15319], [0.19982, -0.82119, 2.21444], [-0.28245, 3.03029, 1.87101], [1.53053, 1.59084, 0.03712], [1.97480, 3.07183, 0.76540], [-4.33822, -0.26421, -0.76666], [-3.72354, -0.66189, -0.13177], [-4.94408, 0.27486, -0.24721]],
  "forces_ev_per_a": [[-0.8, -0.8, 0.7], [-0.1, -0.1, -1.4], [-0.3, -0.6, 1.6], [-0.3, 0.9, -0.7], [0.2, -0.1, 0.4], [-0.5, -0.4, 0.0], [0.0, -0.2, -0.2], [0.4, 0.5, 0.2], [0.2, 0.4, -0.2], [0.3, -0.1, -0.1], [-0.4, 0.1, 0.1], [0.5, 0.2, 0.4], [-0.3, 0.1, -0.3], [0.1, 0.0, -0.5], [0.0, -0.1, 0.3], [0.4, -0.4, -0.1], [0.2, 0.4, -0.1], [0.4, 0.1, 0.1], [-0.1, 0.1, 0.0], [0.2, -0.2, 0.1], [-0.3, 0.2, -0.2], [0.1, -0.1, 0.0]]
}